(1)
A cluster of 17 separate species, C18H70O26 in total. Source: the Open Molecules 2025 dataset; level of theory: ωB97M-V/def2-TZVPD.

The calculation puts the energy above the lowest of the compared OMol25 structures with the same formula, charge and spin at 523.47 kJ/mol. The value obtained for the gap between HOMO and LUMO is 8.67 eV. The energy is -2683.76031 Ha.

Last columns: bonded neighbours and bond lengths (Å).
Positions of all 114 atoms, in Å:
1 O 0.47 -2.96 -1.20  H2 0.957, H3 0.946
2 H 0.80 -3.78 -1.58  O1 0.957
3 H 0.76 -2.34 -1.85  O1 0.946
4 O -3.70 2.35 -1.43  H5 0.968, H6 0.953
5 H -3.82 1.50 -1.86  O4 0.968
6 H -4.26 3.00 -1.84  O4 0.953
7 O 3.95 1.33 1.39  H8 0.952, H9 1.001
8 H 3.27 1.08 2.00  O7 0.952
9 H 4.21 0.46 0.96  O7 1.001
10 O -2.38 -1.24 2.17  H11 0.979, H12 0.962
11 H -3.09 -1.08 1.51  O10 0.979
12 H -1.54 -1.29 1.70  O10 0.962
13 O -2.41 3.92 0.72  H14 0.916, H15 0.979
14 H -2.68 3.29 0.12  O13 0.916
15 H -1.52 3.66 1.03  O13 0.979
16 O -0.14 3.07 1.85  H17 0.968, H18 0.947
17 H 0.35 3.78 2.30  O16 0.968
18 H -0.56 2.46 2.45  O16 0.947
19 O 1.77 -1.08 -2.61  H20 0.968, H21 0.957
20 H 1.96 -1.02 -3.56  O19 0.968
21 H 2.53 -0.65 -2.22  O19 0.957
22 O -1.24 1.04 3.53  H23 0.954, H24 0.967
23 H -1.57 0.32 3.00  O22 0.954
24 H -1.84 1.22 4.27  O22 0.967
25 C 2.09 3.38 -2.22  C26 1.526, O28 1.391, H29 1.094, H30 1.086
26 C 2.63 2.48 -1.11  C25 1.526, O27 1.409, H31 1.083, H32 1.137
27 O 3.97 2.86 -0.94  C26 1.409, H33 0.987
28 O 0.92 2.90 -2.81  C25 1.391, H34 0.937
29 H 2.82 3.52 -3.02  C25 1.094
30 H 1.68 4.27 -1.75  C25 1.086
31 H 2.62 1.41 -1.30  C26 1.083
32 H 2.00 2.77 -0.21  C26 1.137
33 H 4.42 2.57 -0.11  O27 0.987
34 H 0.55 2.30 -2.20  O28 0.937
35 C -0.98 0.54 -0.42  C36 1.584, O38 1.429, H39 1.158, H40 1.088
36 C 0.33 0.21 0.41  C35 1.584, O37 1.427, H41 1.067, H42 1.165
37 O 0.17 -1.14 0.84  C36 1.427, H43 0.992
38 O -0.95 1.87 -0.94  C35 1.429, H44 0.898
39 H -1.85 0.56 0.35  C35 1.158
40 H -1.21 -0.24 -1.13  C35 1.088
41 H 0.39 0.83 1.28  C36 1.067
42 H 1.26 0.23 -0.29  C36 1.165
43 H 0.31 -1.76 0.08  O37 0.992
44 H -1.75 2.06 -1.28  O38 0.898
45 C -1.31 -5.48 2.44  C46 1.571, O48 1.362, H49 1.086, H50 1.078
46 C -0.70 -4.04 2.30  C45 1.571, O47 1.437, H51 1.118, H52 1.056
47 O 0.62 -4.06 1.73  C46 1.437, H53 0.951
48 O -0.41 -6.21 3.17  C45 1.362, H54 0.896
49 H -1.57 -5.93 1.49  C45 1.086
50 H -2.15 -5.45 3.12  C45 1.078
51 H -0.96 -3.35 3.15  C46 1.118
52 H -1.19 -3.48 1.55  C46 1.056
53 H 1.01 -3.30 2.15  O47 0.951
54 H 0.36 -5.88 2.86  O48 0.896
55 C -2.58 -4.15 -1.64  C56 1.540, O58 1.455, H59 1.050, H60 1.069
56 C -2.01 -3.96 -3.06  C55 1.540, O57 1.417, H61 1.106, H62 1.084
57 O -2.15 -5.12 -3.85  C56 1.417, H63 1.032
58 O -2.73 -2.96 -0.82  C55 1.455, H64 0.972
59 H -2.12 -4.85 -1.01  C55 1.050
60 H -3.56 -4.58 -1.62  C55 1.069
61 H -0.95 -3.64 -3.06  C56 1.106
62 H -2.57 -3.15 -3.52  C56 1.084
63 H -2.28 -4.88 -4.84  O57 1.032
64 H -2.94 -2.23 -1.42  O58 0.972
65 C -4.63 0.95 2.20  C66 1.569, O68 1.437, H69 1.053, H70 1.116
66 C -5.27 0.33 0.91  C65 1.569, O67 1.416, H71 1.075, H72 1.076
67 O -4.35 -0.58 0.34  C66 1.416, H73 0.951
68 O -5.61 1.75 2.89  C65 1.437, H74 0.957
69 H -3.78 1.36 1.75  C65 1.053
70 H -4.37 0.13 2.92  C65 1.116
71 H -5.41 1.14 0.22  C66 1.075
72 H -6.25 -0.12 1.00  C66 1.076
73 H -4.75 -0.56 -0.52  O67 0.951
74 H -6.27 1.10 3.09  O68 0.957
75 C 4.69 -1.90 0.67  C76 1.543, O78 1.375, H79 1.103, H80 1.106
76 C 3.38 -2.16 -0.10  C75 1.543, O77 1.399, H81 1.055, H82 1.080
77 O 2.84 -3.41 0.19  C76 1.399, H83 0.984
78 O 5.19 -0.74 0.12  C75 1.375, H84 0.978
79 H 5.42 -2.70 0.47  C75 1.103
80 H 4.53 -2.00 1.76  C75 1.106
81 H 3.54 -2.04 -1.13  C76 1.055
82 H 2.68 -1.37 0.14  C76 1.080
83 H 1.88 -3.26 0.01  O77 0.984
84 H 4.98 -0.67 -0.83  O78 0.978
85 C -0.57 -0.01 -4.05  C86 1.521, O88 1.404, H89 1.103, H90 1.090
86 C 0.21 0.48 -5.25  C85 1.521, O87 1.397, H91 1.092, H92 1.043
87 O 1.53 0.00 -5.21  C86 1.397, H93 0.940
88 O -0.73 -1.41 -4.07  C85 1.404, H94 0.958
89 H -1.50 0.59 -3.97  C85 1.103
90 H -0.07 0.31 -3.13  C85 1.090
91 H 0.08 1.56 -5.23  C86 1.092
92 H -0.24 0.25 -6.17  C86 1.043
93 H 1.95 0.40 -5.95  O87 0.940
94 H 0.16 -1.72 -4.27  O88 0.958
95 C 0.14 6.01 0.19  C96 1.540, O98 1.421, H99 1.112, H100 1.083
96 C 1.56 6.49 -0.14  C95 1.540, O97 1.440, H101 1.043, H102 1.075
97 O 1.85 7.53 0.82  C96 1.440, H103 0.956
98 O -0.31 5.15 -0.85  C95 1.421, H104 0.980
99 H -0.45 6.95 0.26  C95 1.112
100 H 0.14 5.56 1.18  C95 1.083
101 H 1.60 6.94 -1.08  C96 1.043
102 H 2.23 5.68 0.08  C96 1.075
103 H 2.80 7.57 0.85  O97 0.956
104 H -1.16 4.70 -0.64  O98 0.980
105 C 2.09 -0.43 3.18  C106 1.535, O108 1.468, H109 1.019, H110 1.135
106 C 2.65 -1.56 4.06  C105 1.535, O107 1.425, H111 1.063, H112 1.126
107 O 2.08 -2.77 3.57  C106 1.425, H113 0.985
108 O 2.63 0.89 3.55  C105 1.468, H114 0.984
109 H 1.07 -0.37 3.21  C105 1.019
110 H 2.29 -0.62 2.08  C105 1.135
111 H 2.40 -1.54 5.09  C106 1.063
112 H 3.76 -1.54 3.90  C106 1.126
113 H 2.38 -3.44 4.24  O107 0.985
114 H 2.41 1.15 4.47  O108 0.984

Atom charges from the Löwdin analysis, given in e for atoms 1 to 5: O -0.0304; H 0.0920; H 0.0005; O -0.0154; H 0.0665


(2)
The molecule C18H27FN2O. Source: the Open Molecules 2025 dataset; level of theory: ωB97M-V/def2-TZVPD.

The structure (SMILES) is C[C@@H](CCO)CNCc1nc([C@@H]2C[C@@H]3CC[C@H]2C3)ccc1F. The value obtained for the gap between HOMO and LUMO is 9.76 eV. The energy is -986.67899 Ha.

Last columns: bonded neighbours and bond lengths (Å).
Positions of all 49 atoms, in Å:
1 F 0.31 -0.40 -4.39  C8 1.378
2 N -0.47 1.20 -1.18  C4 1.358, C5 1.357
3 O 1.58 -2.83 -1.76  C12 1.408, H23 0.986
4 C 0.23 0.79 -2.26  N2 1.358, C8 1.399, C10 1.509
5 C -1.83 1.13 -1.18  N2 1.357, C6 1.396, C19 1.523
6 C -2.49 0.48 -2.22  C5 1.396, C7 1.394, H24 1.083
7 C -1.76 -0.01 -3.31  C6 1.394, C8 1.388, H25 1.089
8 C -0.38 0.16 -3.35  F1 1.378, C4 1.399, C7 1.388
9 N 2.48 -0.17 -1.59  C10 1.484, C13 1.487, H26 1.020
10 C 1.73 0.95 -2.21  C4 1.509, N9 1.484, H27 1.099, H28 1.077
11 C 3.74 -1.29 1.76  C20 1.550, H29 1.076, H30 1.100, H31 1.092
12 C 0.95 -2.88 -0.51  O3 1.408, C14 1.562, H32 1.069, H33 1.090
13 C 2.42 -0.19 -0.11  N9 1.487, C20 1.565, H34 1.076, H35 1.103
14 C 2.00 -2.63 0.62  C12 1.562, C20 1.521, H36 1.090, H37 1.101
15 C -1.00 0.96 2.29  C17 1.547, C21 1.507, H38 1.091, H39 1.069
16 C -1.95 2.74 0.86  C19 1.549, C21 1.490, H40 1.110, H41 1.089
17 C -1.69 -0.20 1.54  C15 1.547, C22 1.545, H42 1.107, H43 1.098
18 C -3.31 1.40 2.24  C21 1.505, C22 1.524, H44 1.084, H45 1.105
19 C -2.63 1.66 -0.01  C5 1.523, C16 1.549, C22 1.556, H46 1.073
20 C 3.04 -1.53 0.40  C11 1.550, C13 1.565, C14 1.521, H47 1.059
21 C -1.98 2.11 2.21  C15 1.507, C16 1.490, C18 1.505, H48 1.108
22 C -2.95 0.54 1.03  C17 1.545, C18 1.524, C19 1.556, H49 1.105
23 H 1.86 -1.89 -1.90  O3 0.986
24 H -3.56 0.34 -2.28  C6 1.083
25 H -2.29 -0.60 -4.05  C7 1.089
26 H 3.43 -0.25 -1.97  N9 1.020
27 H 2.05 1.85 -1.67  C10 1.099
28 H 2.04 1.07 -3.24  C10 1.077
29 H 4.22 -2.20 2.08  C11 1.076
30 H 3.03 -1.00 2.54  C11 1.100
31 H 4.52 -0.53 1.70  C11 1.092
32 H 0.20 -2.12 -0.48  C12 1.069
33 H 0.49 -3.85 -0.31  C12 1.090
34 H 3.00 0.65 0.24  C13 1.076
35 H 1.40 -0.07 0.30  C13 1.103
36 H 1.51 -2.42 1.57  C14 1.090
37 H 2.54 -3.57 0.82  C14 1.101
38 H -0.81 0.71 3.34  C15 1.091
39 H -0.09 1.19 1.78  C15 1.069
40 H -0.94 3.05 0.52  C16 1.110
41 H -2.59 3.63 0.86  C16 1.089
42 H -1.97 -1.00 2.26  C17 1.107
43 H -1.13 -0.62 0.69  C17 1.098
44 H -4.16 2.07 2.16  C18 1.084
45 H -3.45 0.72 3.09  C18 1.105
46 H -3.55 2.05 -0.39  C19 1.073
47 H 3.77 -1.81 -0.31  C20 1.059
48 H -1.82 2.83 3.04  C21 1.108
49 H -3.75 -0.18 0.78  C22 1.105

Atom charges from the Löwdin analysis, given in e for atoms 1 to 5: F 0.0519; N 0.1827; O -0.0944; C -0.1834; C -0.2169